1.
123
Properties=species:S:1:pos:R:3 method="wB97M-V/def2-TZVPD" e_tot_ha=-4449.17091 homo_ev=-4.6 lumo_energy_ev=1.73 gap_ev=6.37 total_charge=-1
O 2.34029 0.61504 2.22073
B 2.02741 -0.66386 1.78677
O 1.73910 -1.65547 2.68370
C 1.97439 -0.99771 0.21740
C 3.05514 -0.24771 -0.52674
F 2.68122 1.04022 -0.73291
F 4.17200 -0.26020 0.25449
C 3.48029 -0.88605 -1.87993
F 4.46576 -1.77622 -1.63322
F 2.48244 -1.54830 -2.45483
C 4.06331 0.08044 -2.98922
F 3.09883 0.44072 -3.84802
F 4.95606 -0.65340 -3.69472
C 4.81932 1.37406 -2.55630
F 4.00328 2.40643 -2.47293
F 5.50061 1.21079 -1.43922
F 5.70208 1.67132 -3.52661
O 2.29713 -2.37354 0.20474
B 1.10049 -3.15882 -0.09722
I 1.60939 -4.94424 -1.39432
O 0.20917 -2.22200 -0.77186
C 0.53307 -0.92071 -0.42737
C -0.56106 -0.24265 0.38006
C -0.35033 1.24824 0.45698
C -1.54961 2.05869 1.22370
O -0.02000 1.77933 1.60441
H 1.68694 0.90719 2.86173
H 0.96286 -1.44354 3.21576
H 0.58884 -3.64687 0.88326
H 0.62944 -0.38209 -1.37302
H -1.51187 -0.32632 -0.13196
H -0.64068 -0.57258 1.41037
H 0.06141 1.73759 -0.41688
H -1.58506 2.90232 1.90073
H -1.56110 2.75518 0.33825
C -3.18490 -3.02275 -0.80118
O -2.87548 -2.76824 0.35513
N -4.51773 -3.05846 -1.15725
N -2.31900 -3.24751 -1.81294
H -4.83039 -3.25261 -2.08800
H -5.19476 -2.87515 -0.43841
H -1.31772 -3.27023 -1.66417
H -2.64573 -3.38703 -2.74931
C -1.64705 -1.32366 3.91983
O -0.46121 -1.61057 3.91064
N -2.49327 -1.54191 2.87845
N -2.22999 -0.73449 5.02563
H -3.46512 -1.29442 2.90932
H -2.13180 -1.97209 2.03696
H -1.63934 -0.55635 5.81461
H -3.19898 -0.48727 5.07252
C 8.51051 -1.51360 -1.55937
O 9.66415 -1.80361 -1.85754
N 7.56479 -1.21256 -2.48814
N 8.07809 -1.47133 -0.26240
H 6.62201 -0.98224 -2.24598
H 7.82953 -1.24267 -3.45334
H 8.73825 -1.70247 0.45444
H 7.13274 -1.24767 -0.00638
C -4.03691 5.19936 1.39919
O -3.51326 4.11398 1.19771
N -3.86100 5.89944 2.56593
N -4.83677 5.78032 0.46067
H -4.28519 6.78900 2.74034
H -3.27745 5.48630 3.26776
H -4.95912 5.24037 -0.38395
H -5.29317 6.66475 0.56490
C 12.80499 0.54147 -0.07190
O 13.81458 1.08723 0.34393
N 12.81069 -0.35686 -1.09811
N 11.56319 0.78446 0.45725
H 11.97482 -0.80768 -1.43720
H 13.68992 -0.57152 -1.52539
H 11.50275 1.43777 1.21331
H 10.73005 0.34081 0.11598
C -1.00840 -0.03536 -4.27942
O -0.48248 -0.15389 -3.18683
N -2.37748 -0.16049 -4.42801
N -0.33350 0.21126 -5.43192
H -2.84478 -0.07446 -5.30959
H -2.90529 -0.36366 -3.60209
H 0.66044 0.31349 -5.37912
H -0.77603 0.30856 -6.32400
C 1.84247 2.55597 -7.77441
O 0.87280 1.98071 -7.30779
N 1.80441 3.17347 -8.99857
N 3.03650 2.63393 -7.11967
H 2.58886 3.65123 -9.39704
H 0.94207 3.13634 -9.50614
H 3.09916 2.19504 -6.22134
H 3.83893 3.10411 -7.49061
C -1.49235 -0.15816 9.30881
O -1.81482 0.96009 8.95459
N -0.32520 -0.75147 8.90864
N -2.27828 -0.92233 10.13593
H -0.05134 -1.67340 9.18732
H 0.27408 -0.22761 8.29892
H -3.14353 -0.52355 10.44401
H -2.02760 -1.84439 10.43468
C -5.01267 2.57241 -2.12616
O -5.77960 3.45734 -1.77527
N -5.07425 1.99854 -3.37042
N -4.04141 2.10400 -1.29399
H -4.45097 1.27575 -3.67007
H -5.78145 2.32991 -3.99672
H -3.97436 2.51775 -0.37553
H -3.39398 1.38178 -1.54619
C -5.74207 -3.86376 3.14073
O -5.97910 -2.72946 2.74759
N -4.60691 -4.51218 2.78036
N -6.60451 -4.55215 3.95731
H -4.37710 -5.44193 3.07174
H -3.97387 -4.00450 2.18227
H -7.45154 -4.09089 4.22659
H -6.42417 -5.48119 4.28329
C -7.94485 0.05447 0.98506
O -8.45129 -0.97686 0.57804
N -7.12990 0.11035 2.07934
N -8.15776 1.26172 0.36048
H -6.71991 0.96446 2.40309
H -6.92946 -0.74930 2.56566
H -8.74398 1.26260 -0.45078
H -7.74546 2.12035 0.66934



2.
91
Properties=species:S:1:pos:R:3 method="wB97M-V/def2-TZVPD" e_tot_ha=-2162.17239 homo_ev=-8.4 lumo_energy_ev=-1.66 smiles=CC(C)Cc1cc2nsnc2c(-c2ccncc2)c1CC(N)(N)N.CCO.CCO.CCO.CCO.CCO e_above_lowest_kcal_mol=441.4 gap_ev=6.73
C -0.33911 -2.18450 4.06424
C -1.86254 -1.58660 3.92519
C -2.88018 -2.90320 4.08225
C -2.15310 -0.74758 2.54613
C -0.85908 0.12232 1.99454
C -0.41040 -0.18612 0.41309
C 0.87226 0.52740 -0.32173
N 1.39225 0.29765 -1.72778
S 2.79487 1.33730 -1.80264
N 2.79377 2.08900 -0.18788
C 1.63468 1.59171 0.69547
C 1.27220 2.00012 2.26442
C 2.24125 3.08237 3.02434
C 3.74243 2.56625 3.54576
C 4.66590 3.68037 4.31370
N 4.32297 5.10763 4.63342
C 2.97569 5.54983 4.13732
C 1.85794 4.66915 3.32558
C -0.02974 1.23146 2.93223
C -0.47641 1.56221 4.50068
C -1.77901 2.55029 4.62348
N -3.11933 1.83119 4.65938
N -1.73652 3.40698 5.90522
N -1.88950 3.57112 3.47666
H -0.26846 -3.16120 3.41979
H -0.22090 -2.53797 5.19814
H 0.51697 -1.40817 3.88038
H -2.14357 -0.88202 4.84337
H -2.46570 -3.48998 5.03540
H -3.98318 -2.60291 4.33340
H -2.77754 -3.66276 3.18418
H -3.13616 -0.07783 2.64475
H -2.43046 -1.55874 1.71591
H -1.06074 -0.97019 -0.20944
H 4.02874 1.45715 3.30672
H 5.74322 3.30420 4.66668
H 2.67337 6.68208 4.36825
H 0.83902 5.12768 2.96388
H -0.55053 0.57399 5.15240
H 0.44539 2.16287 4.96051
H -3.75912 2.50984 5.17166
H -3.55626 1.79038 3.69003
H -2.24428 2.92618 6.68416
H -0.75253 3.62123 6.17865
H -2.19474 3.09858 2.59707
H -0.89857 3.85683 3.30808
C 0.51102 -4.41998 -1.13259
C -0.91889 -4.21550 -1.58830
O -1.39390 -2.95333 -1.14370
H 0.57820 -4.36740 -0.04102
H 0.89077 -5.39078 -1.46356
H 1.16056 -3.63318 -1.52987
H -1.56824 -4.99096 -1.17141
H -0.99238 -4.25379 -2.67949
H -0.81571 -2.27121 -1.52612
C -0.91622 4.18375 -2.70089
C -0.93531 4.47775 -1.21519
O -1.18110 3.28342 -0.48749
H -1.86993 3.75061 -3.01967
H -0.73226 5.09536 -3.27650
H -0.13801 3.45198 -2.94108
H -1.72838 5.19248 -0.97644
H 0.01953 4.89916 -0.88614
H -0.46689 2.65845 -0.69993
C 0.81102 3.77829 -6.27520
C -0.61889 3.98276 -6.73091
O -1.09390 5.24494 -6.28631
H 0.87820 3.83087 -5.18363
H 1.19077 2.80749 -6.60617
H 1.46056 4.56509 -6.67248
H -1.26824 3.20731 -6.31402
H -0.69238 3.94448 -7.82211
H -0.51571 5.92706 -6.66873
C -3.05283 -4.50750 -5.37682
C -3.08060 -6.02044 -5.44269
O -2.22441 -6.56500 -4.44932
H -2.03443 -4.13448 -5.52686
H -3.70457 -4.07190 -6.13952
H -3.37870 -4.15650 -4.39223
H -2.73352 -6.36758 -6.42035
H -4.09344 -6.40187 -5.28070
H -2.54610 -6.25768 -3.58451
C 5.50076 -5.39016 -1.82026
C 4.07085 -5.18568 -2.27597
O 3.59584 -3.92351 -1.83137
H 5.56794 -5.33758 -0.72869
H 5.88051 -6.36096 -2.15123
H 6.15030 -4.60335 -2.21754
H 3.42150 -5.96114 -1.85908
H 3.99736 -5.22396 -3.36716
H 4.17403 -3.24139 -2.21379



3.
15
Properties=species:S:1:pos:R:3 method="wB97M-V/def2-TZVPD" e_tot_ha=-341.90273 homo_ev=-8.1 lumo_energy_ev=0.73 smiles=Cc1c[nH]cn1.O e_above_lowest_kcal_mol=63.3 gap_ev=8.81
C 0.64794 0.25301 -3.02513
C 0.41536 -0.14698 -1.58743
C 1.54344 0.26085 -0.73677
N 1.21391 -0.13368 0.52677
C 0.09360 -0.86134 0.47126
N -0.42029 -0.81035 -0.83601
H 1.63971 0.61874 -3.33436
H 0.53909 -0.64369 -3.59230
H -0.01503 1.19817 -3.49430
H 2.21175 1.11527 -0.79324
H 1.82024 0.04799 1.34412
H -0.45571 -1.30489 1.24677
O -3.22208 0.23790 4.33945
H -2.49999 0.69727 4.75697
H -3.51195 -0.52826 4.71418



4.
92
Properties=species:S:1:pos:R:3 method="wB97M-V/def2-TZVPD" e_tot_ha=-4142.55008 homo_ev="-7.3 / -7.4" lumo_energy_ev="-0.55 / -0.59" multiplicity=4 gap_ev="6.76 / 6.77"
Co -1.26490 0.53123 -0.53474
O -0.88853 -0.65467 0.91091
C -1.54024 -0.65789 2.04849
C -1.50778 -1.82039 2.84504
C -2.12762 -1.87782 4.07397
C -2.81428 -0.77141 4.57512
C -2.87030 0.37311 3.81013
C -2.25922 0.46466 2.55200
C -2.43519 1.71608 1.82722
N -1.95188 1.95007 0.66333
N -2.22650 3.17334 0.06935
C -2.02254 3.07552 -1.22028
O -1.65685 2.00231 -1.83695
C -2.22698 4.30090 -2.04124
C -2.49197 5.53206 -1.44632
C -2.66483 6.65913 -2.23179
C -2.57577 6.56759 -3.61548
C -2.31275 5.34300 -4.21111
C -2.13856 4.21234 -3.42618
H -0.94742 -2.66598 2.46275
H -2.07386 -2.78776 4.65905
H -3.29307 -0.81102 5.54340
H -3.40446 1.24168 4.17878
H -3.03308 2.49871 2.29506
H -2.55416 5.58515 -0.36852
H -2.87017 7.61356 -1.76477
H -2.70990 7.45037 -4.22717
H -2.24191 5.26786 -5.28843
H -1.93377 3.24912 -3.87237
C 2.79177 3.09176 3.49666
Sb 1.79910 1.65268 2.23861
C 1.61216 0.20005 3.81310
C 3.65034 0.72581 1.52203
C 4.40741 1.66348 0.64361
C 5.26031 2.59871 1.23382
C 5.92479 3.55876 0.49155
C 5.75148 3.59475 -0.88438
C 4.93514 2.65326 -1.48527
C 4.25976 1.67685 -0.75033
C 3.44975 0.66712 -1.49852
Sb 1.28657 0.95910 -1.58907
C 1.13560 0.37506 -3.65316
C 1.42952 3.06189 -1.93504
H 3.56973 2.61196 4.08961
H 2.05331 3.53305 4.16509
H 3.22773 3.88202 2.88828
H 2.51754 0.21934 4.41927
H 1.48626 -0.78615 3.37027
H 0.74796 0.41364 4.43837
H 3.36826 -0.20148 1.02409
H 4.21063 0.48538 2.42582
H 5.39980 2.56432 2.30786
H 6.57673 4.26926 0.98245
H 6.25900 4.33793 -1.48482
H 4.82789 2.65545 -2.56425
H 3.60680 -0.35042 -1.14130
H 3.72018 0.70452 -2.55367
H 1.61976 1.12727 -4.27474
H 0.08522 0.30073 -3.93387
H 1.63095 -0.58546 -3.80229
H 2.29215 3.25831 -2.57061
H 1.55535 3.58962 -0.99108
H 0.52303 3.40861 -2.42677
C -4.53618 -4.64798 -1.43301
C -4.19908 -4.52210 0.04793
C -3.41524 -3.25526 0.36795
N -2.10933 -3.27063 -0.28276
C -1.68677 -2.42690 -1.20478
S -2.60793 -1.14010 -1.81500
N -0.41024 -2.56613 -1.70133
C 0.73129 -3.14363 -1.09883
O 1.78612 -2.54757 -1.14511
C 0.60090 -4.50489 -0.51131
C -0.28843 -5.43839 -1.04021
C -0.33979 -6.71841 -0.51117
C 0.48867 -7.06228 0.54898
C 1.38044 -6.13366 1.07227
C 1.44508 -4.85862 0.53734
H -5.13781 -5.53606 -1.62390
H -3.63275 -4.72130 -2.04099
H -5.09412 -3.77675 -1.77869
H -3.63116 -5.39657 0.38155
H -5.11587 -4.49955 0.64070
H -3.25468 -3.14834 1.44199
H -3.94416 -2.37124 0.01731
H -1.47393 -3.99688 0.02110
H -0.15853 -1.79121 -2.30496
H -0.92142 -5.16546 -1.87603
H -1.02142 -7.44680 -0.92897
H 0.44326 -8.05969 0.96567
H 2.02782 -6.40712 1.89417
H 2.14179 -4.12456 0.91950



5.
20
Properties=species:S:1:pos:R:3 method="wB97M-V/def2-TZVPD" e_tot_ha=-542.47790 homo_ev=-8.2 lumo_energy_ev=0.89 smiles=C[Si](C)(C)N1CC1 e_above_lowest_kcal_mol=57.3 gap_ev=9.10
C -0.93973 1.62443 0.48302
Si 0.23670 0.08196 0.56315
C 1.93638 0.90399 0.99348
C -0.04778 -1.29100 1.89183
N 0.17758 -1.21240 -1.18374
C -0.03117 -0.78974 -2.56220
C -1.03543 -1.56931 -1.84696
H -1.82151 1.68083 -0.26393
H -1.30444 1.70847 1.44362
H -0.41445 2.49475 0.20734
H 1.91758 1.13362 2.04175
H 2.61704 0.21311 0.48246
H 2.06328 1.82680 0.42451
H -0.47690 -0.71076 2.75246
H -0.80121 -1.97113 1.48551
H 0.88533 -1.72917 2.08238
H 0.59899 -1.27885 -3.24468
H -0.14214 0.22301 -2.99260
H -1.98619 -1.14316 -1.50596
H -1.19942 -2.61496 -2.18695



6.
16
Properties=species:S:1:pos:R:3 method="wB97M-V/def2-TZVPD" e_tot_ha=-370.95982 homo_ev=-9.5 lumo_energy_ev=1.03 smiles="C=COC(C)(C)F" e_above_lowest_kcal_mol=33.7 gap_ev=10.56
C -2.80099 0.10852 -0.45419
C -1.73790 -0.18119 0.31380
O -0.54933 -0.36468 -0.49050
C 0.68260 -0.39813 0.06317
C 1.75051 -0.28197 -1.02275
C 0.91845 0.66406 1.12612
F 0.96589 -1.67439 0.77981
H -3.79458 0.54940 -0.14456
H -2.64472 0.10674 -1.49520
H -1.63646 -0.32107 1.37683
H 1.18099 -0.42805 -1.93071
H 2.47907 -1.09933 -1.02783
H 2.18142 0.61029 -0.95242
H 1.99235 0.69670 1.30860
H 0.61573 1.56644 0.54424
H 0.39697 0.44667 2.00560



7.
100
Properties=species:S:1:pos:R:3 method="wB97M-V/def2-TZVPD" e_tot_ha=-17510.42967 homo_ev=-9.6 lumo_energy_ev=-0.10 gap_ev=9.54
C 19.91666 -4.71202 -31.70100
Cl 21.60683 -5.12603 -31.54039
Cl 19.73632 -2.95663 -32.08178
Cl 18.97208 -5.24505 -30.30298
H 19.51703 -5.17712 -32.60215
C 17.38315 0.83209 -33.99208
Cl 17.02975 -0.61881 -34.87324
Cl 18.87798 0.97996 -32.90681
Cl 15.97568 1.32335 -33.05208
H 17.34386 1.64397 -34.71831
C 13.64521 1.11167 -28.58028
Cl 13.98868 -0.45631 -27.74396
Cl 12.84476 2.21521 -27.39633
Cl 12.80592 0.79048 -29.97843
H 14.58877 1.57315 -28.87155
C 8.15314 0.97496 -34.89258
Cl 9.58841 0.01123 -34.48886
Cl 8.60057 2.55427 -35.71890
Cl 7.18163 1.38803 -33.43780
H 7.40416 0.51037 -35.53391
C 7.64653 -5.52501 -35.52910
Cl 9.43964 -5.70272 -35.74710
Cl 6.94896 -6.40538 -36.88827
Cl 6.98053 -3.86776 -35.56672
H 7.38904 -5.99027 -34.57761
C 15.27183 -3.93497 -29.19439
Cl 13.71748 -4.46238 -28.56001
Cl 15.54459 -4.95607 -30.54284
Cl 16.52438 -4.37778 -28.02845
H 15.40291 -2.89437 -29.49111
C 9.15470 -2.66671 -39.66408
Cl 10.04061 -2.79645 -41.25078
Cl 10.36223 -2.41818 -38.35798
Cl 8.02148 -4.03229 -39.51338
H 8.51767 -1.78312 -39.62487
C 13.26901 -7.73768 -35.80331
Cl 12.23439 -8.40772 -34.50725
Cl 12.38540 -7.67027 -37.39729
Cl 14.68291 -8.75953 -36.07068
H 13.57540 -6.72555 -35.53906
C 12.11775 1.74355 -37.11719
C 12.84294 0.63230 -37.88908
C 14.23925 0.90294 -37.25454
O 14.02014 1.11668 -35.83640
C 12.68385 1.63251 -35.71243
H 11.04978 1.52914 -37.15670
H 12.39073 2.74310 -37.45556
H 12.86758 0.78644 -38.96784
H 12.46091 -0.36818 -37.68607
H 14.70403 1.85022 -37.52797
H 14.94540 0.10435 -37.48194
H 12.58951 2.57514 -35.17332
H 12.24848 0.84344 -35.09931
C 10.61366 -5.35965 -31.19344
C 10.40786 -3.94005 -31.01028
C 9.45332 -4.05107 -29.82442
O 8.91508 -5.32136 -29.75978
C 9.23693 -5.92628 -30.89206
H 11.40009 -5.59496 -30.47633
H 10.94613 -5.69632 -32.17539
H 10.05108 -3.50054 -31.94175
H 11.44629 -3.66088 -30.83185
H 8.61670 -3.40372 -30.08725
H 9.88901 -3.78817 -28.86049
H 8.52358 -5.76749 -31.70078
H 9.27479 -7.00935 -30.77542
C 13.18817 -4.74529 -40.78037
C 13.80556 -6.07784 -40.91363
C 14.34554 -6.23548 -42.32039
O 13.56736 -5.30080 -43.02520
C 13.28551 -4.20267 -42.19177
H 13.56013 -4.06536 -40.01393
H 12.13695 -4.90866 -40.54299
H 13.07685 -6.88590 -40.84931
H 14.63584 -6.32395 -40.25169
H 14.09761 -7.14856 -42.86161
H 15.43032 -6.13248 -42.34788
H 12.34947 -3.87228 -42.64208
H 14.02723 -3.40697 -42.26105
C 16.57611 -7.22450 -33.35235
C 16.57676 -8.17001 -32.26218
C 17.98687 -8.61002 -32.18387
O 18.74546 -7.63325 -33.00066
C 17.87699 -7.30646 -34.08047
H 16.56868 -6.21751 -32.93519
H 15.70805 -7.32823 -34.00337
H 16.04545 -9.10608 -32.43417
H 16.23616 -7.64985 -31.36690
H 18.23228 -9.51243 -32.74381
H 18.30491 -8.81930 -31.16252
H 17.86181 -7.98839 -34.93067
H 18.12989 -6.34733 -34.53238
Br 12.77855 -4.12653 -36.37723
C 12.56375 -2.85867 -34.89981
C 13.84505 -2.26048 -34.54770
Br 15.00496 -3.64580 -33.60813
H 12.15157 -3.42794 -34.06665
H 11.96880 -2.00895 -35.23465
H 13.73202 -1.39342 -33.89690
H 14.40981 -1.80098 -35.35887



8.
17
Properties=species:S:1:pos:R:3 method="wB97M-V/def2-TZVPD" e_tot_ha=-379.90513 homo_ev="-14.4 / -14.4" lumo_energy_ev="-3.71 / -9.22" e_above_lowest_kcal_mol=72.5 multiplicity=2 gap_ev="10.73 / 5.19" total_charge=+1
O -1.03323 1.53408 2.59650
C -0.37148 0.79865 1.92388
C -0.81587 0.17768 0.61972
N 0.36969 0.32212 -0.31615
C 0.10828 -0.17784 -1.67621
N -1.19082 -0.48546 -2.12760
H 0.68403 0.69759 2.22535
H -1.67306 0.60118 0.11249
H -1.00801 -0.89116 0.81472
H 0.68647 1.29666 -0.27671
H 0.46617 0.64558 -2.32955
H 0.74775 -1.04092 -1.90615
H -1.73424 -1.25895 -1.74325
H -1.90539 0.23949 -2.17865
H 1.91674 -0.49470 0.76621
H 2.23475 -1.36622 2.00181
O 2.51823 -0.59775 1.49358